{"formula": "C37H38N7O3PSW", "method": "the ωB97M-V functional and the def2-TZVPD basis", "multiplicity": 3, "homo_lumo_gap_ev": [5.9, 6.3], "relative_energy_ev": 0.728, "charge": 4, "symbols": ["W", "S", "P", "O", "O", "O", "N", "N", "N", "N", "N", "N", "N", "C", "C", "C", "C", "C", "C", "C", "C", "C", "C", "C", "C", "C", "C", "C", "C", "C", "C", "C", "C", "C", "C", "C", "C", "C", "C", "C", "C", "C", "C", "C", "C", "C", "C", "C", "C", "C", "H", "H", "H", "H", "H", "H", "H", "H", "H", "H", "H", "H", "H", "H", "H", "H", "H", "H", "H", "H", "H", "H", "H", "H", "H", "H", "H", "H", "H", "H", "H", "H", "H", "H", "H", "H", "H", "H"], "xyz": [[-0.122275, -0.156118, 0.040979], [-1.241711, 0.995153, -2.882088], [0.605140, -2.085038, -1.480985], [3.259496, -4.558152, 4.125869], [-0.731491, 1.195620, 1.530084], [-2.132159, 1.869939, 3.070565], [1.731079, 0.535240, -0.598970], [-2.146303, -0.884990, 0.813112], [-2.581064, -0.048362, 1.872941], [1.046819, -1.047453, 1.737179], [3.385215, -3.141470, 5.908793], [2.109675, -1.383674, -1.894399], [-1.040034, 1.055725, -1.195087], [3.058238, -1.677454, 2.898588], [2.177804, -3.818889, 0.079678], [0.366142, -1.774691, 2.650320], [3.327006, 2.318411, -0.522753], [-4.992743, 2.493525, -2.408221], [1.205753, -5.598491, 1.369634], [0.912446, -3.479594, -0.389629], [2.529845, -0.156733, -1.451074], [-1.869424, -3.070170, -4.569708], [-3.276312, 1.732281, -4.468104], [-0.438605, 3.605017, -3.351459], [3.763671, 0.368949, -1.863787], [-1.806055, 1.033881, 2.169727], [0.956630, 1.789328, -4.192581], [-1.390812, -2.460834, -3.421251], [4.159061, 1.599011, -1.397539], [1.831389, 2.721283, -4.728113], [2.321971, -4.885210, 0.957152], [3.059533, -3.491724, 4.666737], [-4.544599, 2.205752, -4.760062], [-2.882127, 1.653133, -3.135039], [-0.097394, -2.733064, -2.984878], [-0.057698, -5.267605, 0.890379], [-0.166248, 2.246656, -3.504972], [-3.347986, 1.744488, 3.885769], [0.957815, -2.498131, 3.660689], [-5.399925, 2.584876, -3.731775], [0.448531, 4.521148, -3.884724], [2.344947, -2.483305, 3.781623], [0.228921, -4.227936, -4.848226], [0.704150, -3.642664, -3.689139], [-1.058167, -3.937433, -5.290152], [-0.211232, -4.210758, 0.008061], [2.387446, -0.999056, 1.902161], [-3.725697, 2.021178, -2.097605], [1.577152, 4.078100, -4.570237], [2.136224, 1.768500, -0.157162], [2.692222, 2.394920, -5.295497], [4.390326, -0.204660, -2.533250], [-1.200310, 2.008895, -0.853777], [2.251395, 4.803150, -5.006791], [0.346255, -3.089661, 4.328815], [0.846840, -4.927162, -5.394483], [1.111375, 0.726580, -4.342077], [-2.161183, -1.864669, 1.112882], [4.136238, -1.608140, 2.957023], [1.458691, 2.266078, 0.527411], [3.619736, 3.285969, -0.141678], [-2.880681, -2.876110, -4.900275], [5.113331, 2.011340, -1.699112], [-4.225098, 1.810467, 3.244702], [-4.865119, 2.281053, -5.789867], [-1.191863, -4.008472, -0.419613], [2.711650, -1.839442, -2.571015], [3.054008, -3.272519, -0.248187], [1.684896, -3.928685, -3.321644], [3.208654, -2.223091, 6.279490], [1.325737, -6.429672, 2.051300], [-3.305537, 0.823229, 4.463366], [3.873244, -3.810577, 6.489564], [-2.043144, -1.797988, -2.859671], [3.300149, -5.162118, 1.323613], [2.947966, -0.398252, 1.202357], [-3.414840, 1.968448, -1.061331], [-5.661518, 2.799990, -1.615861], [-2.801483, -0.798567, 0.030133], [-3.481946, -0.229821, 2.297218], [-3.310337, 2.601144, 4.549446], [-2.605572, 1.444361, -5.269324], [-0.711564, -1.789624, 2.567054], [-1.434577, -4.405143, -6.189770], [-0.918300, -5.856901, 1.178495], [-1.346416, 3.935166, -2.859988], [-6.388734, 2.955251, -3.965420], [0.254663, 5.581003, -3.794429]], "forces_ev_per_a": [[0.2, -0.2, -0.3], [0.1, 0.4, 0.0], [0.0, 0.3, 0.4], [0.0, 0.0, 0.0], [-0.1, 0.2, 0.1], [0.0, 0.0, 0.0], [0.2, -0.2, -0.2], [-0.1, 0.0, 0.2], [0.1, 0.1, 0.1], [0.1, -0.2, 0.1], [0.1, 0.0, 0.1], [-0.1, 0.0, 0.0], [-0.1, 0.1, -0.2], [-0.1, 0.0, 0.0], [0.0, 0.1, 0.0], [-0.1, -0.1, 0.1], [-0.2, 0.1, 0.1], [0.0, 0.0, 0.0], [0.0, 0.0, 0.0], [0.0, 0.0, -0.1], [0.2, -0.1, -0.2], [-0.1, 0.0, -0.1], [0.1, -0.1, 0.0], [-0.2, 0.0, 0.1], [-0.1, 0.0, 0.1], [-0.1, -0.4, -0.1], [0.0, -0.1, 0.0], [-0.1, 0.1, 0.1], [-0.1, -0.1, 0.0], [0.0, 0.0, 0.0], [0.0, 0.0, 0.0], [-0.1, 0.1, -0.2], [0.0, 0.0, 0.0], [0.0, -0.1, -0.1], [0.1, -0.1, 0.0], [-0.1, -0.1, 0.0], [0.1, -0.1, 0.0], [0.0, 0.1, 0.1], [0.0, 0.0, -0.1], [0.0, 0.0, 0.0], [0.0, 0.0, 0.0], [0.1, 0.0, -0.1], [-0.1, 0.0, 0.0], [0.0, 0.0, 0.0], [0.0, 0.0, 0.0], [0.0, 0.0, 0.0], [0.1, 0.0, 0.0], [0.1, 0.0, 0.1], [0.0, 0.0, 0.0], [0.2, 0.1, 0.1], [0.0, 0.0, 0.0], [0.0, 0.0, 0.0], [-0.1, 0.0, -0.1], [0.0, 0.0, 0.0], [0.0, 0.0, 0.0], [0.0, 0.0, 0.0], [0.0, 0.0, 0.0], [0.0, 0.1, 0.0], [0.0, 0.0, 0.0], [0.0, 0.0, 0.0], [0.0, 0.0, 0.0], [0.0, 0.0, 0.0], [0.0, 0.0, 0.0], [0.0, 0.0, 0.0], [0.0, 0.0, 0.0], [0.0, 0.0, 0.0], [0.0, 0.0, 0.1], [0.0, 0.0, 0.0], [0.0, 0.0, 0.0], [0.0, 0.0, 0.0], [0.0, 0.0, 0.0], [0.0, 0.0, 0.0], [0.0, 0.0, 0.0], [0.0, 0.0, 0.0], [0.0, 0.0, 0.0], [0.0, 0.0, 0.0], [0.0, 0.0, 0.0], [0.0, 0.0, 0.0], [0.0, -0.1, 0.1], [0.0, 0.0, 0.0], [0.0, 0.0, 0.0], [0.0, 0.0, 0.0], [0.0, 0.0, 0.0], [0.0, 0.0, 0.0], [0.0, 0.0, 0.0], [0.0, 0.0, 0.0], [0.0, 0.0, 0.0], [0.0, 0.0, 0.0]]}